## A
# C2H9N2O

2 unconnected molecules or ions with the total composition C2H9N2O (the ωB97M-V functional and the def2-TZVPD basis, the OMol25 dataset).

Cartesian coordinates (Å):
O (1.97, -1.19, 0.89)
N (-0.62, 2.21, 0.16)
N (-0.48, -1.38, -0.50)
C (-1.12, -0.10, -0.32)
C (-0.41, 0.98, -0.46)
H (2.51, -1.23, 1.65)
H (0.63, -1.28, -0.26)
H (-0.80, -1.94, 0.23)
H (-2.01, -0.15, 0.19)
H (0.00, 3.05, -0.11)
H (0.28, 1.06, -1.33)
H (-0.55, -1.72, -1.47)
H (2.66, -1.59, 0.32)
H (-1.56, 2.19, 0.70)

The total charge is +2. For the frontier orbital gap (alpha / beta), the calculation gives 11.2 / 7.6 eV. The spin multiplicity is 2. The LUMO energy (alpha / beta) comes out at -9.18 / -12.80 eV.

---

## B
# C2H9N2O

2 unconnected molecules or ions with the total composition C2H9N2O (the ωB97M-V functional and the def2-TZVPD basis, the OMol25 dataset).

Cartesian coordinates (Å):
O (0.86, -0.14, 1.50)
N (-0.93, -0.66, 2.74)
N (0.62, -0.19, -1.22)
C (0.15, 0.59, -2.43)
C (-0.31, 0.17, 1.90)
H (-0.67, 1.20, 1.67)
H (-0.93, 0.44, -2.62)
H (1.53, -0.62, -1.11)
H (0.57, 0.42, -0.38)
H (-0.47, -1.58, 3.02)
H (0.79, 0.20, -3.24)
H (0.41, 1.56, -2.22)
H (0.01, -0.90, -1.10)
H (-1.62, -0.50, 3.49)

The total charge is +2. For the frontier orbital gap (alpha / beta), the calculation gives 12.6 / 8.0 eV. The spin multiplicity is 2. The LUMO energy (alpha / beta) comes out at -9.82 / -14.29 eV.

---

Compare the structures above. Which one is the most stable? A is.